A cluster of 12 separate species, C30H58N18O6 in total at a distorted geometry, computed with the ωB97M-V functional and the def2-TZVPD basis.

The geometry in XYZ format:
```
112
Properties=species:S:1:pos:R:3:forces:R:3
H 2.585 -4.539 2.737 -0.1891 -0.4584 0.1364
C -0.575 7.191 1.722 -0.1081 -0.8286 1.6732
H -2.521 -4.455 0.583 0.0829 0.0915 -0.0146
H 0.972 1.505 5.963 0.1656 -0.1213 -0.3514
H -2.656 1.255 0.829 0.0557 -0.1159 -0.0201
H 1.702 -2.598 2.916 -0.5066 0.0459 0.0259
H -2.206 -1.148 0.002 -0.2484 -0.4029 -0.2257
H -5.668 -2.902 -1.256 0.3020 -0.1041 0.0979
H 6.281 -3.225 -1.518 -0.1854 -0.4510 0.2679
H 3.434 2.463 4.574 0.0882 0.1161 -0.2743
C 4.214 -3.167 3.222 1.3704 0.2940 -0.4364
N 1.543 3.661 -0.755 -4.0131 -0.7259 -2.3384
H -0.929 7.073 2.735 0.3699 -0.0839 0.1753
C -0.241 6.630 -0.350 -0.1457 -2.0470 -0.0178
O -3.191 -2.621 -0.754 2.1518 3.3283 -2.1211
H -1.342 1.298 -3.265 -0.1061 0.0738 0.0356
H -0.262 -1.480 -2.424 0.0568 -0.0520 0.0716
N 2.953 3.023 3.885 0.5239 1.3089 4.8650
N -0.342 6.121 0.936 0.1172 1.0328 -1.6196
C 5.500 -1.356 -1.470 0.0931 3.2845 0.8362
H 0.884 0.486 -4.083 -0.0945 -0.0162 -0.1903
H -0.513 -3.901 -5.812 0.2484 -0.1075 0.3285
H -0.119 0.904 -2.078 -0.3181 -0.1438 0.1912
H -4.261 -0.213 -2.202 0.2759 -0.1844 -0.0739
H 5.052 -2.816 -2.684 0.1074 -0.5147 -0.3861
N 2.402 3.586 1.894 -1.4473 2.0057 -2.7243
H 2.349 -3.117 -2.122 -0.1401 -0.0935 0.2409
C -3.923 -3.523 -0.463 0.2035 1.5507 0.8268
C 4.005 -1.885 2.787 -0.5402 0.3256 -1.6317
H -4.063 -5.213 0.578 0.3012 0.1028 -0.0197
C -1.681 0.793 0.781 0.5426 0.1966 -1.1291
H 4.397 -3.065 0.174 -0.2964 0.0911 0.4161
N -1.499 -0.472 0.252 2.5591 1.4181 1.7400
C -0.420 -3.714 -2.608 0.3441 0.8287 -0.5675
H -0.195 0.454 2.960 -0.4469 -0.3965 -0.0201
N 1.687 -4.933 2.496 1.5325 -1.4874 -0.0123
N 3.149 -1.265 3.649 1.0289 0.2833 -0.3587
C -0.198 -2.335 -4.454 -0.9124 -0.0297 1.9721
H -4.663 2.964 0.284 0.0060 0.3996 0.0162
H -0.972 3.727 -2.775 0.1011 0.1917 0.1491
H 2.382 4.532 2.250 -0.0244 -0.2133 -0.7126
H 2.637 -1.773 -0.970 0.2238 0.1640 -0.2920
C 2.987 -2.077 4.715 -0.5267 0.5743 1.7046
H 0.178 -1.737 0.055 0.3249 0.1265 0.0629
C 4.162 -3.367 -0.846 -0.7504 0.5606 1.9265
N 0.832 -2.909 2.508 -0.2526 2.6323 0.0477
C -0.442 7.981 -0.330 0.4791 2.6374 0.6941
H -4.147 4.468 -0.440 -0.1532 -0.4418 0.0454
H 2.284 3.327 0.925 0.1153 0.8313 -0.1878
H 1.554 -5.913 2.291 0.4473 0.2681 -0.1002
H -1.324 2.734 -1.313 -0.5538 0.1158 -0.1643
C 2.726 -2.847 -1.136 1.1771 -0.3276 0.7127
H -5.784 -4.241 -0.188 0.2103 0.1779 -0.2945
N 0.736 1.163 5.042 4.1075 3.7567 0.3230
H -3.651 3.067 -3.492 -0.1447 0.2732 0.1496
H 1.630 0.466 1.033 -0.0268 -0.0615 -0.1701
H -0.466 8.628 -1.195 0.1023 -0.1026 0.0134
N 5.655 -0.197 -1.381 -0.3470 -2.6650 -0.1890
C 0.550 3.365 -1.338 4.1171 1.0932 1.4179
H -0.258 5.130 1.115 -0.0521 -0.0966 0.5157
C -0.421 1.341 1.021 -0.7030 0.5617 0.3828
H 2.775 3.987 4.128 0.0864 -0.3718 0.2674
O -4.410 -1.938 -4.728 0.4070 -2.2135 -2.1772
O -0.206 -4.591 1.441 -3.0719 -0.5961 -2.1509
N -5.199 -3.560 -0.650 -4.9311 0.2042 -1.6763
H -0.575 9.425 1.318 -0.0675 -0.2499 0.3844
C -0.487 8.397 1.001 -0.6221 -0.1549 -2.0953
H -5.787 0.637 -3.603 0.5519 -0.3184 0.4222
H -0.044 -1.567 -5.198 -0.2407 0.1460 0.3260
N -3.985 -0.912 -2.877 2.5336 0.8046 5.0062
C 3.678 -3.230 4.504 -0.7088 -0.7108 1.1726
H -0.137 2.334 1.337 -0.5419 0.1916 0.2407
O -4.410 1.580 -1.672 -0.0659 -0.9424 0.5413
C -0.368 -4.432 -3.761 -1.2920 -1.6858 -0.2850
H 4.767 -3.965 2.748 0.2391 0.2961 -0.1097
C 2.936 2.665 2.634 0.3025 -0.4098 0.8801
C -4.613 -1.032 -3.970 -1.6511 -0.9444 -2.8942
H 2.813 -0.321 3.517 0.1887 -0.0690 0.0987
H -0.440 -5.504 -3.867 -0.1039 0.0660 -0.1606
C 0.748 1.543 -3.851 -0.2457 -0.3756 0.6555
N -5.553 -0.125 -4.223 -2.9084 3.5031 -0.3972
H 0.591 2.076 -4.788 0.2769 0.2878 0.2224
H 3.803 -4.030 5.218 -0.2578 -0.0190 -0.1164
H 4.153 -4.449 -0.711 0.2416 -0.1153 -0.8917
O -0.693 -0.203 5.932 -1.4885 -1.3947 3.1207
N -3.498 -4.413 0.332 2.1066 -5.2632 3.5240
H 2.470 -1.702 5.586 -0.1389 -0.2715 -0.0373
C 5.289 -2.784 -1.621 0.5877 0.2539 -2.1233
C -4.143 2.764 -1.587 -1.4812 -3.2530 0.2192
C -0.393 1.629 -2.844 0.2557 -0.9037 -0.1160
H 4.324 -1.349 1.906 -0.0651 -0.2160 -0.1108
H 1.635 1.793 -3.268 0.4051 0.4749 -0.6497
H -1.299 -0.718 3.692 0.1983 0.2348 -0.2023
C 0.721 -4.131 2.033 0.9105 -0.7742 1.7999
N -3.765 3.471 -2.573 1.8862 3.1836 -4.3248
C -0.119 -0.745 0.360 -1.1029 -0.1711 -0.5300
H -6.208 -0.096 -4.991 0.7747 -0.9678 -0.2132
C -0.295 -2.367 -3.040 0.4101 1.1324 -1.2338
N -4.301 3.472 -0.510 -0.6110 1.2704 4.5746
C -0.188 0.277 4.967 -1.6035 -1.3715 0.7657
H -0.552 -4.110 -1.612 0.2174 0.1315 -0.0366
H 0.081 -2.252 2.355 0.4534 -0.0761 -0.0579
O 3.293 1.584 2.293 0.6789 -3.2545 -1.4655
N -0.404 -3.614 -4.849 1.1840 -0.3714 -0.3693
H -3.791 4.464 -2.390 0.2419 -0.1515 -1.1130
N -0.562 -0.031 3.767 -1.0864 -1.2458 -3.6263
C 0.572 0.369 0.838 -0.9342 -1.6190 -1.1476
H -0.085 6.015 -1.224 0.1350 -0.2652 0.2361
H 1.278 1.423 4.230 -0.0687 0.2606 0.4438
H -3.483 -1.720 -2.538 0.1535 0.1581 0.0298
H 2.187 -3.289 -0.297 -0.7344 -0.1911 -0.4510
C -0.611 2.943 -2.110 -0.1028 -0.1308 0.4135
```
Positions in Å, forces in eV/Å.

Values from the calculation:
Net charge: +1
<S²>: 0.762
E_HOMO (alpha / beta), Eh: -0.335 / -0.335
Multiplicity: 2
Lowest unoccupied orbital energy (alpha / beta), eV: -3.885 / -7.947

These are the Löwdin partial charges, in e, on atoms 1 to 2:
1. H 0.05
2. C 0.02

The molecule C4H8O at a distorted geometry, computed with the ωB97M-V functional and the def2-TZVPD basis.

The geometry in XYZ format:
```
13
Properties=species:S:1:pos:R:3:forces:R:3
C -1.482 -0.966 0.632 -0.1206 0.0446 -0.4730
C -0.170 -0.323 0.967 0.3548 -0.1300 -0.3692
H 0.567 -0.934 0.465 0.0918 -1.5608 0.8783
H -1.912 -1.677 1.375 0.1072 0.2011 -0.1249
C 1.004 0.387 -1.147 -0.1124 0.2818 -0.0002
C 0.212 0.883 0.099 0.1530 0.1600 -0.2725
H 1.780 -0.377 -0.943 -0.2866 0.4456 0.2874
H 0.057 -0.318 2.044 -0.2177 0.3057 -0.4118
H 0.322 -0.077 -1.870 0.0789 0.2232 0.1465
O -2.028 -0.793 -0.435 0.0193 -0.0766 0.5470
H -0.680 1.396 -0.270 0.1202 0.1457 0.2068
H 1.509 1.232 -1.615 -0.0600 -0.0486 -0.2055
H 0.822 1.567 0.697 -0.1279 0.0083 -0.2088
```
Positions in Å, forces in eV/Å.

Values from the calculation:
SMILES: CCCC=O
E_HOMO, Eh: -0.362
Lowest unoccupied orbital energy, eV: 1.064
ΔE to the lowest compared entry with this formula, charge and spin, kJ/mol: 78.7

These are the natural (NBO) partial charges, in e, on atoms 1 to 2:
1. C 0.44
2. C -0.54

A structure of composition C4H6O at a distorted geometry, computed with the ωB97M-V functional and the def2-TZVPD basis.

The geometry in XYZ format:
```
11
Properties=species:S:1:pos:R:3:forces:R:3
H -0.315 -1.774 0.608 0.0366 0.1358 -0.0646
O 0.365 1.284 0.218 0.1065 0.8024 2.8370
C -0.077 -0.737 0.864 -0.2000 -0.0751 -0.2443
H 2.034 0.024 0.878 -0.0965 -0.2521 -1.2399
H -1.737 0.758 0.263 0.1458 -0.0919 -0.2724
H -0.202 -0.571 1.946 0.2897 0.0062 -0.2522
C -0.747 0.343 0.054 -0.0350 0.3311 -0.2169
H 0.121 -0.621 -1.852 -0.6909 -0.8388 -0.4807
H -0.416 1.141 -1.899 1.0239 -0.4706 0.4256
C -0.165 0.242 -1.298 0.3687 -1.2690 -0.4569
C 1.140 -0.089 0.219 -0.9486 1.7221 -0.0347
```
Positions in Å, forces in eV/Å.

Values from the calculation:
E_HOMO, Eh: -0.285
Lowest unoccupied orbital energy, eV: 0.416
ΔE to the lowest compared entry with this formula, charge and spin, kJ/mol: 541.7

These are the natural (NBO) partial charges, in e, on atoms 1 to 2:
1. H 0.21
2. O -0.55

The molecule C3H6N2O2S at a distorted geometry, computed with the ωB97M-V functional and the def2-TZVPD basis.

The geometry in XYZ format:
```
14
Properties=species:S:1:pos:R:3:forces:R:3
N 1.343 -0.851 -1.275 5.0046 -1.6682 -2.9823
H 1.747 -1.038 -2.459 -1.0377 -0.2733 5.0964
H -0.463 -0.206 2.714 -0.1303 0.0049 1.5744
C -1.308 -0.482 2.128 -1.0586 0.7851 -0.2629
H -1.481 -1.585 2.169 0.7131 0.8078 -1.1704
O 0.118 2.006 1.782 -0.3050 -1.0267 1.0235
H -2.324 -0.063 2.405 1.5318 0.0304 -0.0476
S 0.297 1.809 -0.722 0.6578 -1.9647 -0.6471
H 2.233 -0.818 -0.656 -2.2247 0.7027 -1.2501
N -0.029 0.172 -2.726 -0.9440 0.6499 -3.5946
H 0.301 -0.526 -3.472 -0.6866 0.8448 1.8259
C 0.573 0.217 -1.643 -0.6310 1.3050 0.8895
O -0.879 0.140 0.852 -0.6437 -1.7881 0.3412
C -0.129 1.225 0.903 -0.2456 1.5904 -0.7960
```
Positions in Å, forces in eV/Å.

Values from the calculation:
SMILES: [H]/N=C(\N)SC(=O)OC
E_HOMO, Eh: -0.347
Lowest unoccupied orbital energy, eV: 0.345
ΔE to the lowest compared entry with this formula, charge and spin, kJ/mol: 363.5

These are the natural (NBO) partial charges, in e, on atoms 1 to 2:
1. N -0.83
2. H 0.37

A cluster of 2 separate species, C4H7N3 in total, computed with the ωB97M-V functional and the def2-TZVPD basis.

The geometry in XYZ format:
```
14
Properties=species:S:1:pos:R:3:forces:R:3
H 3.161 -0.680 0.917 -0.0639 0.0981 -0.0875
H -2.183 -1.127 -0.416 0.0530 0.0917 -0.1384
N 2.412 -0.037 0.629 -0.0315 -0.2316 -0.0614
H 1.823 1.616 2.439 -0.1942 -0.0383 -0.0655
C 0.296 -0.557 -0.133 0.2639 -0.0792 -0.2153
H -1.197 1.084 1.248 0.1863 -0.0308 0.0222
C -1.841 -0.557 -1.283 -0.1723 0.0003 0.0455
C 0.940 1.293 1.936 -0.3876 -0.0891 -0.1860
H 0.068 -0.217 -2.121 -0.0120 -0.0921 0.1034
N 1.533 -0.734 0.043 -0.2986 0.1770 0.0802
H -2.203 -1.053 -2.189 0.0820 0.0829 0.1432
C -0.145 1.044 1.437 0.3652 0.1680 0.2517
H -2.274 0.452 -1.237 0.0639 -0.1587 -0.0226
N -0.390 -0.527 -1.272 0.1457 0.1018 0.1306
```
Positions in Å, forces in eV/Å.

Values from the calculation:
E_HOMO, Eh: -0.303
Lowest unoccupied orbital energy, eV: 0.839
ΔE to the lowest compared entry with this formula, charge and spin, kJ/mol: 524.4

These are the natural (NBO) partial charges, in e, on atoms 1 to 2:
1. H 0.32
2. H 0.22

A cluster of 2 separate species, C7H15NO in total at a distorted geometry, computed with the ωB97M-V functional and the def2-TZVPD basis.

The geometry in XYZ format:
```
24
Properties=species:S:1:pos:R:3:forces:R:3
H 1.002 -2.997 0.013 0.0126 0.0316 0.0254
H -0.221 0.906 -2.209 0.0928 -0.0748 -0.0003
C 0.664 0.822 0.842 0.3235 -0.7901 -0.5779
H 1.786 2.669 1.079 0.0175 0.0009 -0.0078
C 1.810 1.743 0.494 -0.1174 -0.0473 0.0195
H -2.861 -1.172 -0.964 0.0178 0.1023 -0.0135
H 2.770 1.252 0.654 -0.0402 -0.0031 0.0188
C -0.834 0.123 -1.774 0.1808 0.1223 0.6793
H -2.003 -1.192 0.581 -0.0229 0.0435 -0.0433
H -0.714 2.289 0.104 0.0010 0.0036 0.0205
H 0.505 -0.554 -1.097 0.0381 -0.1218 0.2106
H 1.509 -2.141 1.475 0.0245 0.0521 -0.0699
H -0.162 -1.987 0.898 0.0084 -0.0104 0.0027
C 1.330 -0.896 -0.259 -0.2038 0.7753 0.0698
C -0.668 1.291 0.538 -0.5342 -0.2142 -0.7151
H -1.405 1.184 1.331 0.0094 0.0029 -0.0190
C 0.878 -2.076 0.588 -0.1655 0.0042 -0.1541
H -3.288 -0.012 0.317 0.0136 -0.0031 -0.0606
N -1.510 0.426 -0.688 0.4913 0.1385 0.3223
O 2.502 -0.788 -0.588 -0.2204 0.0385 0.0368
C -2.465 -0.542 -0.166 0.0821 -0.0475 0.1339
H -1.152 -0.698 -2.411 0.0330 0.0003 0.1405
H 0.744 0.333 1.809 -0.0196 -0.0092 -0.0129
H 1.784 2.017 -0.565 -0.0223 0.0056 -0.0057
```
Positions in Å, forces in eV/Å.

Values from the calculation:
E_HOMO (alpha / beta), Eh: -0.263 / -0.263
Lowest unoccupied orbital energy (alpha / beta), eV: 0.194 / 0.194
ΔE to the lowest compared entry with this formula, charge and spin, kJ/mol: 504.6

These are the natural (NBO) partial charges, in e, on atoms 1 to 2:
1. H 0.22
2. H 0.21